Entry 1:
This record from the OMol25 dataset describes a structure of composition C31H44N4OP2Sn. The level of theory is the ωB97M-V functional and the def2-TZVPD basis.

Geometry as XYZ:
```
83
Properties=species:S:1:pos:R:3:forces:R:3:lowdin_charge:R:1
Sn -0.088979 -1.633712 1.217867 0.5 0.0 1.5 1.27
C -0.371589 4.274752 3.655464 -0.2 -0.5 -0.1 -0.10
C -1.255916 3.580079 2.931052 0.0 0.4 0.3 -0.11
C -1.033794 3.139549 1.502652 -0.3 -0.5 0.2 -0.21
C 0.275530 2.374748 1.217933 -0.1 -0.4 -0.1 -0.22
C 1.374865 3.109875 0.496204 0.8 0.2 -0.3 -0.11
C 1.799080 4.349593 0.768628 -0.3 -0.5 -0.2 -0.10
C 1.234413 5.189061 1.870700 0.4 0.5 0.3 -0.18
C 1.058308 4.478922 3.241472 0.1 0.8 0.0 -0.18
C 1.823921 -2.528869 1.913255 -0.1 -0.5 0.4 -0.23
H -0.637741 4.733307 4.607434 -0.2 -0.5 0.0 0.11
H -2.232664 3.297777 3.339536 0.2 0.6 -0.1 0.10
H -1.147911 3.974937 0.791349 0.1 -0.2 0.3 0.12
H -1.871648 2.453786 1.296526 0.2 0.2 -0.1 0.08
H 0.632199 1.921610 2.160044 0.0 0.1 -0.2 0.11
H 0.004768 1.527757 0.561905 0.0 0.0 0.0 0.05
H 1.868601 2.532500 -0.298143 -0.1 0.3 0.2 0.09
H 2.593251 4.828033 0.185464 -0.3 -0.5 0.0 0.11
H 0.285164 5.647760 1.548731 0.3 0.0 0.2 0.12
H 1.957380 6.003945 2.030965 -0.5 -0.1 -0.1 0.11
H 1.604734 3.521588 3.249208 -0.1 0.4 0.1 0.11
H 1.519274 5.145256 3.987780 0.0 -0.5 -0.2 0.11
H 1.572792 -3.373219 2.565473 0.2 0.1 -0.2 0.01
H 2.403700 -1.808462 2.496570 -0.3 0.2 -0.1 0.02
H 2.405437 -2.846126 1.041500 -0.3 0.0 0.2 -0.03
P 1.482426 -1.484958 -1.201301 3.0 0.1 -3.8 0.96
P -2.424250 -0.671365 -1.153354 -1.0 2.1 -3.3 1.08
N 2.722358 -0.302482 -1.572631 -0.1 0.2 0.7 -0.26
N 2.069845 -2.709622 -2.346507 -0.6 -0.3 0.6 -0.24
N -2.282541 0.793180 -2.129129 0.5 0.1 0.4 -0.31
N -3.811179 -1.150885 -2.304163 -0.5 -1.6 0.3 -0.19
C 0.180562 -0.791970 -2.236559 -0.5 0.4 0.0 -0.42
C -1.116538 -1.612475 -2.070237 -0.1 -0.6 0.2 -0.44
C 3.954357 -0.266149 -0.902917 0.1 0.8 -0.6 -0.13
C 4.789465 0.625932 -1.561357 -0.8 -0.7 0.3 -0.06
C 4.064835 1.145609 -2.684151 -1.0 -0.7 0.4 -0.06
C 2.806472 0.559079 -2.672081 0.8 0.3 0.2 -0.14
C 2.498990 -3.988623 -1.977915 0.1 -0.2 -1.1 -0.14
C 2.905270 -4.666527 -3.120132 -0.4 0.8 0.6 -0.07
C 2.721854 -3.781828 -4.235404 -0.4 0.7 1.0 -0.06
C 2.214790 -2.593050 -3.733775 0.1 -0.7 0.0 -0.13
C -2.041704 2.087514 -1.654204 0.0 0.2 -0.7 -0.12
C -1.660957 2.889119 -2.715327 -0.2 -0.5 0.5 -0.04
C -1.655246 2.079383 -3.895946 -0.3 -0.9 0.8 -0.04
C -2.006732 0.797068 -3.505190 0.2 0.9 -0.1 -0.19
C -4.585478 -0.543425 -3.298295 1.3 0.0 1.4 0.02
C -5.441079 -1.492799 -3.867201 -0.1 -2.8 0.9 0.04
C -5.201102 -2.727687 -3.184371 -1.3 1.4 -1.9 0.02
C -4.192953 -2.495226 -2.259283 0.5 2.0 0.1 -0.03
H 0.482333 -0.762660 -3.293964 -0.2 -0.1 0.5 0.07
H 0.070272 0.260803 -1.938193 -0.1 -0.2 0.0 0.07
H -1.475028 -1.963271 -3.052737 0.1 0.1 0.5 0.10
H -0.968399 -2.513699 -1.441845 0.2 0.0 -0.5 0.03
H 4.091602 -0.870201 -0.015768 0.1 0.1 -0.1 0.10
H 5.804222 0.880044 -1.284304 -0.2 -0.1 0.0 0.11
H 4.417358 1.859270 -3.419415 -0.1 -0.1 0.2 0.11
H 1.964696 0.698645 -3.336283 0.2 0.1 0.1 0.10
H 2.463421 -4.284372 -0.939544 0.1 -0.1 -0.1 0.09
H 3.296230 -5.672257 -3.166465 -0.1 0.1 0.1 0.10
H 2.943024 -3.984528 -5.275691 0.0 0.0 0.2 0.11
H 1.933509 -1.685032 -4.248290 0.2 -0.2 0.0 0.10
H -2.263335 2.321054 -0.622332 0.2 0.0 -0.2 0.08
H -1.419846 3.941586 -2.658529 -0.1 -0.1 0.0 0.11
H -1.446140 2.390200 -4.910491 0.0 0.0 0.2 0.11
H -2.082858 -0.102494 -4.097128 0.1 0.1 0.0 0.11
H -4.492092 0.500261 -3.564220 0.1 0.0 0.3 0.14
H -6.150481 -1.319517 -4.664294 0.1 0.0 0.1 0.13
H -5.707411 -3.669197 -3.336084 0.0 0.1 -0.1 0.13
H -3.700884 -3.163486 -1.570970 -0.1 -0.2 0.0 0.13
C 0.579888 -1.157246 4.910602 0.1 0.1 -0.2 -0.02
C -0.683574 -1.919009 4.499702 0.3 0.0 0.8 -0.68
C -0.665351 -3.312248 5.132853 -0.2 -0.6 -0.2 -0.01
C -1.928279 -1.156281 4.950685 -0.8 0.4 -0.2 -0.01
O -0.802186 -2.110437 3.103612 0.5 0.0 -0.1 -0.31
H 0.461730 -0.794098 5.939760 0.1 -0.1 -0.3 0.11
H 0.765647 -0.290628 4.262858 -0.1 -0.1 0.1 0.08
H 1.453856 -1.818021 4.884585 -0.1 0.2 0.0 0.09
H -0.615870 -3.256422 6.226582 0.0 0.2 -0.3 0.11
H -1.561529 -3.874897 4.847758 0.1 0.1 0.1 0.10
H 0.202416 -3.882440 4.782523 -0.1 0.2 0.1 0.09
H -1.990123 -0.176871 4.461803 0.1 -0.1 0.1 0.09
H -2.833457 -1.719684 4.704549 0.1 0.1 0.1 0.10
H -1.908030 -0.985116 6.030538 0.1 -0.2 -0.1 0.11
```
Positions in Å, forces in eV/Å.

## Properties
relative energy (zero: lowest compared OMol25 entry of this formula, charge and spin)	158.4	kJ/mol
net charge	+2
LUMO level (spin up / spin down)	-9.138 / -9.305	eV
HOMO level (spin up / spin down)	-12.8 / -12.8	eV

Entry 2:
This record from the OMol25 dataset describes a cluster of 8 separate species, C31H45B3N8O4 in total. The level of theory is the ωB97M-V functional and the def2-TZVPD basis.

Geometry as XYZ:
```
91
Properties=species:S:1:pos:R:3:forces:R:3:lowdin_charge:R:1
N -1.483052 3.780385 -2.947483 0.7 -0.2 0.5 0.24
B -0.366921 3.481477 -3.766887 -0.1 -0.3 -0.7 -0.68
O 0.117515 4.412060 -4.685802 0.2 0.4 0.7 0.26
B 1.398066 4.241950 -5.153449 -0.4 -0.1 -0.2 -0.36
O 1.873112 2.957793 -5.279213 0.9 0.2 0.4 0.25
B 1.546089 2.082041 -4.253312 -0.6 0.0 -0.3 -0.52
C 2.534106 0.991426 -3.726840 0.0 0.0 -0.1 -0.05
C 2.438038 0.705062 -2.222065 0.0 0.0 0.1 -0.17
C 3.377945 1.547044 -1.341715 -0.1 0.0 0.0 -0.24
O 4.603047 1.846570 -1.998456 0.0 -0.2 0.0 -0.06
O 0.293007 2.251736 -3.686889 0.1 0.1 0.6 0.28
H -1.686602 3.073793 -2.250526 -0.2 0.0 -0.1 0.06
H -1.419008 4.684072 -2.498306 -0.5 0.2 -0.3 0.09
H 2.097561 5.185940 -5.342009 -0.1 0.0 -0.3 0.12
H 2.322806 0.067326 -4.278703 0.0 0.0 0.0 0.12
H 3.553626 1.266650 -3.997078 0.0 -0.1 0.0 0.11
H 2.601476 -0.355100 -2.021866 0.1 0.0 -0.1 0.11
H 1.418411 0.926947 -1.894418 0.0 -0.2 0.0 0.08
H 2.868882 2.464804 -1.027920 0.1 0.1 -0.1 0.12
H 3.610759 0.986927 -0.431124 -0.1 0.0 0.0 0.11
H 4.785194 2.782856 -1.934625 0.0 0.1 0.1 0.09
C -1.525346 2.083354 2.263160 0.0 0.0 0.0 -0.13
C -1.186206 3.336838 1.682911 -0.1 0.0 0.0 -0.13
C -0.529180 3.080248 0.508523 0.0 0.0 0.0 -0.15
N -0.457626 1.722658 0.355812 0.0 0.1 0.0 0.03
C -1.059148 1.110349 1.420705 0.0 -0.1 0.0 -0.14
H -2.046203 1.913756 3.190692 0.0 0.0 0.0 0.10
H -1.404478 4.313235 2.083593 0.0 0.0 0.0 0.10
H -0.112225 3.745696 -0.228399 0.0 0.0 0.0 0.11
H -0.028110 1.250409 -0.419427 0.0 0.0 0.0 0.12
H -1.109531 0.037474 1.496218 0.0 0.0 0.0 0.10
C 1.446774 4.230454 4.702901 0.0 0.0 0.0 -0.11
C 2.399317 4.161867 5.756861 0.0 0.0 0.0 -0.12
C 2.883867 2.881351 5.784194 0.0 0.0 0.0 -0.15
N 2.261626 2.177487 4.789617 0.0 0.0 0.0 0.00
C 1.383102 2.990070 4.125141 0.1 0.0 0.0 -0.14
H 0.873685 5.092276 4.403301 0.0 0.0 0.0 0.09
H 2.694047 4.960052 6.417508 0.0 0.0 0.0 0.09
H 3.614288 2.416588 6.424009 0.0 0.0 0.0 0.10
H 2.422314 1.208789 4.582753 0.0 0.0 0.0 0.14
H 0.789193 2.626109 3.304144 0.0 0.0 0.0 0.08
C -0.601932 -0.724920 4.509613 0.0 0.0 0.0 -0.11
C -0.945382 -1.919318 3.818531 0.0 0.0 0.0 -0.12
C -1.770172 -2.643538 4.638780 0.0 0.0 0.0 -0.14
N -1.935213 -1.933765 5.795272 0.0 0.0 0.0 0.01
C -1.227995 -0.765761 5.726518 0.0 0.0 0.0 -0.13
H 0.022949 0.076773 4.152373 0.0 0.0 0.0 0.07
H -0.620729 -2.212238 2.833434 0.0 0.0 0.0 0.07
H -2.254272 -3.595086 4.497499 0.0 0.0 0.0 0.10
H -2.491594 -2.226331 6.577185 0.0 0.0 0.0 0.15
H -1.226874 -0.062260 6.541332 0.0 0.0 0.0 0.11
C 1.191945 -6.177533 2.308901 0.0 0.0 0.1 -0.12
C 1.762626 -6.320766 1.014394 0.0 0.0 0.0 -0.10
C 1.163687 -5.395525 0.202977 0.0 0.0 0.0 -0.14
N 0.255762 -4.700939 0.955538 0.0 0.0 0.0 0.00
C 0.266666 -5.169550 2.241022 0.0 0.0 0.0 -0.14
H 1.445227 -6.745851 3.189329 0.0 0.0 0.0 0.08
H 2.522744 -7.023122 0.716807 0.0 0.0 0.0 0.09
H 1.306216 -5.175908 -0.841168 0.0 0.0 0.0 0.11
H -0.334157 -3.965385 0.613195 0.0 0.0 0.0 0.14
H -0.373973 -4.743185 2.994147 0.0 0.0 0.0 0.09
C -5.292543 1.436494 -2.116662 0.0 0.0 0.0 -0.11
C -4.175394 1.350730 -1.240487 0.0 0.0 0.0 -0.11
C -4.085445 2.543966 -0.572638 0.1 0.0 0.0 -0.14
N -5.104155 3.343661 -1.011396 0.0 0.0 0.0 0.01
C -5.843868 2.678556 -1.950772 0.0 0.0 0.0 -0.14
H -5.649114 0.675137 -2.790029 0.0 0.0 0.0 0.09
H -3.514154 0.509551 -1.111803 0.0 0.0 0.0 0.09
H -3.384347 2.882358 0.173147 0.0 0.0 0.0 0.09
H -5.277907 4.279952 -0.696659 0.0 0.0 0.0 0.14
H -6.694226 3.141016 -2.421612 0.0 0.0 0.0 0.10
C 1.216908 3.834971 -8.718229 0.0 0.0 0.0 -0.10
C 1.906785 3.615286 -9.942167 0.0 0.0 0.0 -0.10
C 1.044269 3.931696 -10.957226 0.0 0.0 0.0 -0.14
N -0.136680 4.332914 -10.394435 0.0 0.0 0.0 0.00
C -0.040733 4.276481 -9.031031 0.0 0.0 0.0 -0.13
H 1.603147 3.674606 -7.726284 0.0 0.0 0.0 0.07
H 2.918612 3.265715 -10.060632 0.0 0.0 0.0 0.09
H 1.171829 3.905189 -12.025778 0.0 0.0 0.0 0.10
H -0.950752 4.621310 -10.904137 0.0 0.0 0.0 0.14
H -0.868357 4.551885 -8.399671 0.0 0.0 0.0 0.11
C 0.045202 -10.019982 6.224200 0.0 0.0 0.0 -0.12
C -0.343642 -10.803944 5.103501 0.0 0.0 0.0 -0.11
C -0.634793 -9.938804 4.082374 0.0 0.0 0.0 -0.14
N -0.439118 -8.666422 4.542460 0.0 0.0 0.0 0.00
C -0.023536 -8.705700 5.844932 0.0 0.0 0.0 -0.15
H 0.342316 -10.380289 7.194849 0.0 0.0 0.0 0.09
H -0.400630 -11.878401 5.053554 0.0 0.0 0.0 0.09
H -0.959779 -10.121040 3.072485 0.0 0.0 0.0 0.11
H -0.568926 -7.831631 3.998996 0.0 0.0 0.0 0.12
H 0.189281 -7.801866 6.389940 0.0 0.0 0.0 0.10
```
Positions in Å, forces in eV/Å.

## Properties
SMILES	NB1OBOB(CCCO)O1.c1cc[nH]c1.c1cc[nH]c1.c1cc[nH]c1.c1cc[nH]c1.c1cc[nH]c1.c1cc[nH]c1.c1cc[nH]c1
LUMO level	0.133	eV
HOMO level	-8.2	eV

M for the records above, in order: 669.4, 626.2 g/mol